# 1
This record from the Open Molecules 2025 dataset describes the molecule C3H9NO2 in a non-equilibrium geometry. The level of theory is ωB97M-V with the def2-TZVPD basis set.

```
! wB97M-V def2-TZVPD RIJCOSX def2/J DEFGRID3
* xyz 0 1
C -0.423 1.417 0.161
N 0.333 0.199 -0.069
C -0.141 -0.581 -1.191
O -1.453 -1.077 -1.068
C 0.565 -0.611 1.132
O 1.876 -1.073 1.033
H 0.127 2.046 0.860
H -1.426 1.235 0.572
H -0.529 1.952 -0.783
H -0.042 0.032 -2.098
H 0.504 -1.457 -1.277
H -2.074 -0.341 -1.077
H -0.091 -1.488 1.192
H 0.446 0.039 2.017
H 2.328 -0.292 0.596
*
```

Summary:
- HOMO (Ha) = -0.341
- structure (SMILES) = CN(CO)CO
- orbital gap (Ha) = 0.3692

Atom charges from the Mulliken analysis, given in e for atoms 1 to 2: atom 1 (C): -1.11, atom 2 (N): -0.01

---

# 2
This record from the Open Molecules 2025 dataset describes a cluster of 5 separate species, C12H28ClN4O4 in total in a non-equilibrium geometry. The level of theory is ωB97M-V with the def2-TZVPD basis set.

```
! wB97M-V def2-TZVPD RIJCOSX def2/J DEFGRID3
* xyz -1 1
Cl 0.391 0.623 -0.071
C 2.003 -0.701 3.319
C 0.945 -1.781 3.344
O 1.089 -2.820 3.987
N -0.184 -1.496 2.653
C -1.313 -2.397 2.587
H 2.979 -1.178 3.256
H 1.935 -0.222 4.297
H 1.876 -0.023 2.476
H -0.101 -0.719 2.010
H -1.114 -3.204 1.881
H -2.189 -1.823 2.295
H -1.492 -2.844 3.562
C 2.557 3.241 -2.099
C 2.052 2.844 -3.465
O 2.583 3.238 -4.501
N 0.950 2.066 -3.506
C 0.425 1.455 -4.708
H 1.939 3.953 -1.562
H 3.525 3.706 -2.299
H 2.764 2.354 -1.499
H 0.563 1.772 -2.620
H -0.273 2.095 -5.242
H -0.100 0.557 -4.374
H 1.245 1.071 -5.313
C -3.557 0.758 1.151
C -3.213 2.222 1.241
O -3.929 2.992 1.879
N -2.116 2.607 0.563
C -1.611 3.960 0.620
H -2.951 0.259 0.395
H -4.614 0.616 0.943
H -3.363 0.333 2.139
H -1.508 1.849 0.259
H -1.681 4.424 1.598
H -2.040 4.549 -0.191
H -0.542 3.878 0.394
C 2.473 -3.096 0.216
C 1.217 -3.643 -0.456
O 1.174 -4.835 -0.770
N 0.166 -2.823 -0.547
C -1.132 -3.178 -1.067
H 2.658 -3.706 1.097
H 2.281 -2.062 0.509
H 3.314 -3.203 -0.464
H 0.311 -1.861 -0.270
H -1.290 -2.643 -2.007
H -1.934 -2.918 -0.377
H -1.168 -4.246 -1.264
*
```

Summary:
- HOMO (Ha) = -0.243
- orbital gap (Ha) = 0.3472

Atom charges from the Mulliken analysis, given in e for atoms 1 to 2: atom 1 (Cl): -0.91, atom 2 (C): -0.90

---

# 3
This record from the Open Molecules 2025 dataset describes a structure of composition H28O14 in a non-equilibrium geometry. The level of theory is ωB97M-V with the def2-TZVPD basis set.

```
! wB97M-V def2-TZVPD RIJCOSX def2/J DEFGRID3
* xyz 0 1
O 2.174 -1.020 0.049
H 3.074 -0.955 -0.271
H 2.035 -1.957 0.187
O -1.746 -1.223 1.413
H -1.694 -1.548 2.312
H -0.849 -1.280 1.085
O -0.863 0.982 2.083
H -1.457 1.259 2.781
H -1.393 1.021 1.287
O -0.754 -2.407 -0.329
H 0.118 -2.014 -0.362
H -0.802 -2.952 -1.115
O 1.710 0.833 -1.388
H 1.248 0.212 -0.825
H 1.148 1.607 -1.403
O -0.954 1.412 -2.358
H -0.601 0.662 -1.879
H -1.357 1.031 -3.138
O -1.591 1.083 0.098
H -1.224 1.735 -0.498
H -2.212 0.590 -0.439
O 0.218 0.099 -0.365
H -0.580 0.555 -0.099
H 0.561 -0.278 0.446
O 0.380 -1.416 1.635
H 0.855 -0.602 1.467
H 0.828 -2.071 1.099
O 2.879 0.882 0.767
H 2.114 0.331 0.935
H 2.519 1.760 0.643
O -0.427 -0.416 -2.157
H -0.544 -0.448 -1.208
H 0.288 -1.027 -2.332
O -0.107 2.012 -0.610
H 0.041 2.337 -1.498
H 0.763 2.001 -0.211
O -2.328 -0.787 -0.343
H -1.641 -1.191 0.185
H -2.522 -1.433 -1.022
O 1.036 0.508 1.811
H 0.122 0.791 1.842
H 1.536 1.320 1.725
*
```

Summary:
- HOMO (Ha) = -0.326
- orbital gap (Ha) = 0.3221

Atom charges from the Mulliken analysis, given in e for atoms 1 to 2: atom 1 (O): -0.47, atom 2 (H): 0.27